{
  "formula": "C60H132",
  "method": "the ωB97M-V functional and the def2-TZVPD basis",
  "symbols": ["C", "C", "C", "C", "C", "C", "H", "H", "H", "H", "H", "H", "C", "C", "C", "C", "C", "C", "H", "H", "H", "H", "H", "H", "H", "H", "H", "H", "H", "H", "H", "H", "C", "C", "C", "C", "C", "C", "H", "H", "H", "H", "H", "H", "H", "H", "H", "H", "H", "H", "H", "H", "C", "C", "C", "C", "C", "C", "H", "H", "H", "H", "H", "H", "H", "H", "H", "H", "H", "H", "H", "H", "C", "C", "C", "C", "C", "C", "H", "H", "H", "H", "H", "H", "H", "H", "H", "H", "H", "H", "H", "H", "C", "C", "C", "C", "C", "C", "H", "H", "H", "H", "H", "H", "H", "H", "H", "H", "H", "H", "H", "H", "C", "C", "C", "C", "C", "C", "H", "H", "H", "H", "H", "H", "H", "H", "H", "H", "H", "H", "H", "H", "C", "C", "C", "C", "C", "C", "H", "H", "H", "H", "H", "H", "H", "H", "H", "H", "H", "H", "H", "H", "C", "C", "C", "C", "C", "C", "H", "H", "H", "H", "H", "H", "H", "H", "H", "H", "H", "H", "H", "H", "C", "C", "C", "C", "C", "C", "H", "H", "H", "H", "H", "H", "H", "H", "H", "H", "H", "H", "H", "H"],
  "xyz": [[-0.02, 29.82, 22.76], [-1.04, 29.59, 23.68], [-2.15, 30.43, 23.64], [-2.21, 31.56, 22.79], [-1.19, 31.69, 21.87], [-0.06, 30.88, 21.91], [0.81, 29.12, 22.83], [-1.09, 28.71, 24.30], [-2.91, 30.31, 24.40], [-3.15, 32.09, 22.76], [-1.16, 32.51, 21.16], [0.82, 31.12, 21.33], [8.71, 35.26, 19.80], [8.67, 34.06, 20.75], [8.94, 32.71, 20.06], [8.33, 31.51, 20.77], [7.71, 30.51, 19.80], [6.27, 30.76, 19.31], [9.73, 35.59, 19.61], [8.14, 36.10, 20.20], [8.26, 34.99, 18.84], [9.42, 34.24, 21.52], [7.71, 33.97, 21.27], [10.04, 32.71, 20.01], [8.61, 32.82, 19.02], [9.17, 31.02, 21.28], [7.68, 31.82, 21.59], [8.39, 30.45, 18.94], [7.85, 29.48, 20.15], [6.28, 31.46, 18.47], [5.78, 29.85, 18.95], [5.70, 31.19, 20.13], [-0.90, 25.53, 19.20], [-0.86, 24.47, 20.30], [-0.06, 23.24, 19.90], [1.46, 23.42, 19.87], [2.13, 22.20, 19.24], [3.65, 22.28, 19.06], [0.02, 26.11, 19.15], [-1.76, 26.19, 19.27], [-1.02, 25.08, 18.20], [-0.35, 24.92, 21.16], [-1.79, 24.16, 20.77], [-0.44, 22.93, 18.91], [-0.32, 22.36, 20.50], [1.68, 24.30, 19.25], [1.74, 23.48, 20.92], [1.86, 21.32, 19.84], [1.70, 22.00, 18.26], [4.02, 21.29, 18.78], [4.08, 22.90, 18.27], [4.13, 22.63, 19.97], [5.06, 29.43, 15.14], [4.99, 29.11, 13.63], [4.18, 27.82, 13.38], [4.54, 27.17, 12.04], [3.90, 25.80, 11.80], [2.38, 25.91, 11.55], [5.29, 28.56, 15.76], [4.12, 29.93, 15.37], [5.96, 29.99, 15.38], [4.65, 30.01, 13.10], [5.99, 28.89, 13.25], [3.12, 28.06, 13.40], [4.46, 27.13, 14.18], [4.13, 27.77, 11.21], [5.60, 27.26, 11.79], [4.38, 25.45, 10.88], [4.18, 25.07, 12.57], [2.15, 26.04, 10.49], [2.00, 24.92, 11.83], [1.82, 26.65, 12.12], [-5.92, 30.75, 19.07], [-6.53, 30.77, 17.66], [-5.80, 29.77, 16.74], [-6.51, 29.55, 15.42], [-5.92, 28.48, 14.52], [-6.77, 28.30, 13.25], [-5.99, 29.72, 19.44], [-6.53, 31.33, 19.75], [-4.86, 30.95, 19.18], [-7.59, 30.49, 17.64], [-6.42, 31.76, 17.22], [-5.70, 28.82, 17.28], [-4.79, 30.16, 16.58], [-7.52, 29.20, 15.67], [-6.73, 30.47, 14.85], [-4.93, 28.76, 14.13], [-5.92, 27.53, 15.04], [-7.73, 27.80, 13.37], [-6.85, 29.29, 12.78], [-6.26, 27.77, 12.44], [-2.13, 32.41, 14.68], [-2.47, 32.61, 13.20], [-3.81, 33.32, 13.01], [-4.17, 33.64, 11.56], [-4.20, 32.45, 10.64], [-4.67, 32.80, 9.22], [-1.23, 31.85, 14.93], [-2.91, 31.91, 15.26], [-2.03, 33.42, 15.10], [-1.70, 33.24, 12.75], [-2.50, 31.64, 12.69], [-3.90, 34.24, 13.59], [-4.59, 32.66, 13.40], [-5.17, 34.08, 11.51], [-3.46, 34.41, 11.24], [-3.17, 32.08, 10.58], [-4.78, 31.62, 11.06], [-4.37, 31.94, 8.62], [-5.76, 32.82, 9.15], [-4.26, 33.72, 8.81], [0.53, 36.65, 21.36], [1.52, 36.76, 20.23], [2.22, 35.43, 19.88], [3.52, 35.61, 19.04], [3.27, 36.50, 17.81], [4.47, 36.52, 16.88], [0.15, 37.62, 21.71], [0.96, 36.20, 22.25], [-0.33, 36.02, 21.11], [1.01, 37.20, 19.37], [2.31, 37.48, 20.49], [1.49, 34.79, 19.40], [2.52, 35.00, 20.85], [4.31, 35.95, 19.70], [3.71, 34.58, 18.71], [2.34, 36.26, 17.30], [3.08, 37.51, 18.16], [4.32, 36.94, 15.87], [5.25, 37.13, 17.32], [4.78, 35.51, 16.60], [2.78, 31.74, 17.10], [1.64, 31.40, 18.04], [0.78, 30.17, 17.72], [-0.44, 30.05, 18.65], [-1.51, 29.23, 17.93], [-2.73, 28.95, 18.82], [2.45, 31.57, 16.07], [3.63, 31.10, 17.34], [3.06, 32.79, 17.16], [1.95, 31.30, 19.09], [0.92, 32.22, 18.04], [1.29, 29.20, 17.69], [0.37, 30.22, 16.70], [-0.22, 29.43, 19.53], [-0.77, 31.02, 19.03], [-1.79, 29.49, 16.90], [-1.10, 28.23, 17.72], [-3.51, 28.58, 18.14], [-2.55, 28.13, 19.52], [-3.05, 29.86, 19.31], [-1.60, 28.82, 13.21], [-0.48, 27.84, 13.46], [-0.63, 27.05, 14.78], [0.10, 25.71, 14.81], [1.51, 25.76, 15.38], [2.40, 24.56, 15.06], [-1.14, 29.64, 12.66], [-2.05, 29.30, 14.09], [-2.40, 28.29, 12.69], [-0.42, 27.12, 12.64], [0.52, 28.29, 13.52], [-1.68, 26.79, 14.94], [-0.29, 27.69, 15.60], [-0.52, 25.05, 15.43], [0.14, 25.26, 13.82], [2.01, 26.64, 14.94], [1.49, 25.98, 16.45], [2.06, 23.66, 15.59], [2.39, 24.42, 13.98], [3.44, 24.71, 15.35], [-7.07, 28.02, 27.52], [-6.47, 26.74, 26.93], [-6.07, 26.94, 25.44], [-5.08, 28.03, 25.11], [-4.84, 28.19, 23.61], [-4.08, 27.05, 22.88], [-7.63, 28.61, 26.79], [-6.25, 28.60, 27.95], [-7.77, 27.83, 28.34], [-5.68, 26.37, 27.59], [-7.21, 25.94, 26.89], [-7.04, 27.20, 25.01], [-5.73, 26.02, 24.96], [-5.42, 29.00, 25.48], [-4.08, 27.89, 25.54], [-5.79, 28.31, 23.08], [-4.26, 29.10, 23.45], [-4.18, 27.15, 21.79], [-3.01, 27.13, 23.07], [-4.54, 26.10, 23.13]],
  "mulliken_charge": [-0.25, -0.69, -0.26, -0.85, -0.07, -0.55, 0.39, 0.48, 0.65, 0.37, 0.50, 0.33, -1.24, -0.38, -0.71, -0.71, -0.90, -0.95, 0.33, 0.34, 0.32, 0.26, 0.37, 0.31, 0.44, 0.32, 0.46, 0.36, 0.44, 0.26, 0.36, 0.31, -0.48, -0.76, -0.92, -0.22, -0.44, -1.28, 0.37, 0.08, 0.12, 0.30, 0.37, 0.36, 0.47, 0.16, 0.28, 0.31, 0.32, 0.38, 0.27, 0.33, -0.98, -0.78, 0.85, -1.07, -0.49, -0.87, 0.40, 0.00, 0.43, 0.36, 0.40, -0.57, 0.18, 0.30, 0.48, 0.31, 0.34, 0.50, 0.33, -0.07, -1.07, -0.66, 0.28, -1.07, 0.16, -1.42, 0.30, 0.41, 0.18, 0.42, 0.30, 0.36, -0.16, 0.32, 0.41, -0.08, 0.33, 0.36, 0.30, 0.40, -1.07, 0.37, -0.52, -0.76, -0.02, -1.36, 0.26, 0.02, 0.49, 0.25, -0.14, 0.37, 0.04, 0.34, 0.29, 0.22, 0.18, 0.37, 0.34, 0.34, -1.40, -0.37, -0.26, -0.36, -0.36, -1.34, 0.38, 0.35, 0.29, 0.28, 0.33, 0.00, 0.39, 0.40, 0.00, 0.38, 0.33, 0.39, 0.30, 0.28, -1.00, 0.05, -0.33, -0.15, 0.88, -1.08, 0.37, 0.09, 0.12, -0.01, 0.31, 0.24, 0.15, 0.20, 0.16, -0.06, -0.54, 0.34, 0.03, 0.08, -1.20, 0.06, 0.41, -1.09, 0.39, -1.12, 0.38, 0.01, 0.34, 0.41, -0.06, 0.56, -0.65, 0.41, 0.30, -0.16, 0.24, 0.33, 0.04, 0.33, -1.14, -0.53, -0.70, -0.30, -0.37, -0.94, 0.31, 0.24, 0.37, 0.35, 0.34, 0.26, 0.30, 0.36, 0.29, 0.43, -0.04, 0.18, 0.16, 0.38],
  "lumo_energy_ha": 0.021,
  "smiles": "c1ccccc1.CCCCCC.CCCCCC.CCCCCC.CCCCCC.CCCCCC.CCCCCC.CCCCCC.CCCCCC.CCCCCC",
  "e_tot_ev": -64360.090,
  "orbital_gap_ha": 0.364
}